{
  "formula": "C25H18BrFeN3O3Te",
  "method": "wB97M-V/def2-TZVPD",
  "symbols": ["Fe", "C", "C", "N", "C", "C", "C", "C", "C", "C", "C", "C", "N", "C", "N", "H", "H", "H", "H", "H", "H", "H", "H", "H", "O", "C", "Te", "C", "C", "C", "C", "C", "C", "H", "H", "H", "H", "H", "Br", "C", "C", "C", "C", "C", "C", "C", "O", "O", "H", "H", "H", "H"],
  "xyz": [[-0.425, 0.340, -0.165], [1.794, 3.540, -1.760], [0.824, 2.704, -1.247], [1.103, 1.444, -0.874], [2.353, 0.998, -0.985], [3.394, 1.783, -1.462], [3.094, 3.071, -1.877], [4.761, 1.238, -1.569], [5.435, 0.549, -0.651], [5.028, 0.236, 0.732], [5.650, -0.804, 1.414], [5.239, -1.047, 2.712], [4.298, -0.323, 3.309], [3.770, 0.651, 2.573], [4.079, 0.969, 1.324], [1.530, 4.543, -2.062], [-0.203, 3.016, -1.127], [2.521, -0.027, -0.686], [3.874, 3.707, -2.276], [5.249, 1.404, -2.524], [6.410, 0.165, -0.930], [6.419, -1.401, 0.945], [5.679, -1.848, 3.296], [3.003, 1.252, 3.048], [0.571, 0.142, 2.589], [0.173, 0.320, 1.544], [0.022, -1.385, -1.985], [-0.970, -3.181, -1.447], [-2.162, -3.197, -0.732], [-2.759, -4.408, -0.406], [-2.178, -5.607, -0.792], [-0.988, -5.592, -1.507], [-0.385, -4.384, -1.832], [-2.615, -2.268, -0.415], [-3.684, -4.409, 0.158], [-2.648, -6.548, -0.537], [-0.525, -6.521, -1.813], [0.545, -4.381, -2.387], [-5.198, -1.055, -0.207], [-5.204, 0.722, 0.435], [-6.443, 1.273, 0.727], [-6.539, 2.585, 1.157], [-5.396, 3.360, 1.283], [-4.165, 2.811, 0.982], [-4.043, 1.484, 0.566], [-2.657, 0.997, 0.320], [-2.319, -0.211, 0.417], [-1.745, 1.844, 0.047], [-7.329, 0.665, 0.607], [-7.512, 3.000, 1.387], [-5.464, 4.388, 1.614], [-3.260, 3.397, 1.070]],
  "forces_ev_per_a": [[-0.5, 0.2, -0.5], [0.0, 0.0, 0.0], [0.1, 0.0, 0.0], [-0.2, -0.1, 0.0], [-0.1, 0.0, 0.0], [0.0, 0.0, 0.0], [0.0, 0.0, 0.0], [-0.1, 0.0, -0.1], [0.0, 0.0, 0.0], [0.0, 0.0, 0.0], [0.0, 0.0, 0.0], [0.0, 0.0, 0.0], [0.0, 0.0, 0.0], [0.0, 0.0, 0.0], [0.0, 0.0, 0.1], [0.0, 0.0, 0.0], [0.0, 0.0, 0.0], [0.0, 0.0, 0.0], [0.0, 0.0, 0.0], [0.0, 0.0, 0.0], [0.0, 0.0, 0.0], [0.0, 0.0, 0.0], [0.0, 0.0, 0.0], [0.0, 0.0, 0.0], [-0.1, 0.2, 0.0], [0.3, -0.5, 0.0], [0.1, 0.1, 0.4], [0.1, 0.1, -0.1], [0.0, 0.0, 0.1], [0.0, 0.0, 0.0], [0.0, 0.0, 0.0], [0.0, 0.0, 0.0], [0.0, 0.0, 0.0], [0.0, -0.1, 0.0], [0.0, 0.0, 0.0], [0.0, 0.0, 0.0], [0.0, 0.0, 0.0], [0.0, 0.0, 0.0], [0.0, 0.0, 0.0], [0.1, 0.0, 0.0], [0.0, 0.0, 0.0], [0.0, 0.0, 0.0], [0.0, 0.0, 0.0], [0.0, 0.0, 0.0], [0.0, 0.0, 0.0], [0.1, 0.0, 0.1], [0.1, 0.1, -0.1], [0.1, -0.1, 0.0], [0.0, 0.0, 0.0], [0.0, 0.0, 0.0], [0.0, 0.0, 0.0], [0.0, 0.0, 0.0]],
  "nbo_charge": [0.674, -0.245, 0.053, -0.467, 0.102, -0.100, -0.132, -0.137, -0.214, 0.191, -0.287, 0.082, -0.438, 0.262, -0.463, 0.230, 0.236, 0.231, 0.222, 0.218, 0.217, 0.226, 0.201, 0.185, -0.451, 0.625, -0.122, -0.216, -0.257, -0.198, -0.226, -0.210, -0.249, 0.243, 0.208, 0.209, 0.209, 0.213, 0.097, -0.054, -0.245, -0.176, -0.226, -0.160, -0.139, 0.749, -0.660, -0.719, 0.231, 0.220, 0.219, 0.235],
  "lumo_ha": [-0.0188, -0.0189],
  "e_above_lowest_kj_mol": 19.5,
  "spin_multiplicity": 1,
  "gap_ev": [6.72, 6.74]
}

{
  "formula": "C25H18BrN3O3RuS9",
  "method": "wB97M-V/def2-TZVPD",
  "symbols": ["Ru", "S", "C", "S", "C", "C", "S", "S", "S", "O", "C", "C", "C", "C", "C", "S", "C", "C", "C", "C", "S", "C", "C", "C", "C", "S", "H", "H", "H", "H", "H", "H", "H", "H", "H", "S", "C", "N", "C", "C", "N", "H", "H", "H", "H", "H", "H", "Br", "C", "C", "N", "C", "C", "C", "C", "O", "O", "H", "H", "H"],
  "xyz": [[-0.087, 0.860, 1.446], [5.188, 0.419, 6.337], [3.987, 0.696, 5.239], [2.307, 0.707, 5.637], [1.695, 1.095, 4.055], [2.613, 1.229, 3.089], [2.164, 1.665, 1.456], [4.270, 0.975, 3.559], [-0.005, 1.342, 3.723], [-1.510, 0.604, -0.053], [-2.345, -0.507, -0.243], [-3.778, 0.019, -0.278], [-4.150, 1.327, -0.339], [-5.563, 1.499, -0.325], [-6.231, 0.317, -0.239], [-5.153, -1.011, -0.167], [-2.175, -1.442, 0.933], [-1.770, -2.731, 1.027], [-1.530, -3.133, 2.377], [-1.757, -2.140, 3.267], [-2.305, -0.708, 2.495], [-1.985, -1.202, -1.547], [-0.775, -1.755, -1.846], [-0.703, -2.264, -3.169], [-1.869, -2.088, -3.851], [-3.048, -1.306, -2.893], [-3.423, 2.126, -0.360], [-6.055, 2.461, -0.366], [-7.296, 0.155, -0.203], [-1.585, -3.357, 0.167], [-1.150, -4.105, 2.655], [-1.629, -2.158, 4.337], [0.026, -1.806, -1.125], [0.174, -2.738, -3.586], [-2.098, -2.378, -4.864], [-0.730, 3.218, 1.180], [-0.014, 3.309, -0.380], [1.097, 4.020, -0.634], [1.695, 3.609, -1.906], [0.557, 2.793, -2.556], [-0.419, 2.677, -1.474], [1.658, 4.289, 0.159], [2.578, 2.990, -1.732], [1.977, 4.474, -2.504], [0.901, 1.812, -2.884], [0.118, 3.314, -3.407], [-1.071, 1.884, -1.325], [5.855, -2.908, -2.036], [4.306, -1.922, -1.560], [3.867, -0.911, -2.395], [2.784, -0.187, -2.119], [2.131, -0.458, -0.992], [2.500, -1.451, -0.092], [3.621, -2.207, -0.393], [1.734, -1.756, 1.194], [2.085, -2.734, 1.836], [0.755, -0.989, 1.489], [4.398, -0.684, -3.312], [1.247, 0.137, -0.795], [3.928, -2.986, 0.291]],
  "forces_ev_per_a": [[0.0, 0.8, -0.1], [0.0, 0.0, 0.0], [0.0, 0.0, 0.0], [0.0, 0.0, 0.0], [-0.1, 0.0, 0.0], [0.0, 0.0, 0.0], [0.0, 0.0, -0.1], [0.0, 0.0, 0.0], [0.2, -0.1, 0.1], [0.4, -0.1, -0.3], [0.0, 0.1, 0.0], [0.0, 0.0, 0.0], [0.0, 0.0, 0.0], [0.0, 0.0, 0.0], [0.0, 0.0, 0.0], [0.0, 0.0, 0.0], [-0.1, 0.0, 0.1], [0.0, 0.0, 0.0], [0.0, 0.0, 0.0], [-0.1, 0.0, 0.0], [0.1, -0.1, -0.1], [0.0, 0.0, 0.0], [0.0, -0.1, 0.0], [0.0, 0.0, 0.0], [0.0, 0.0, 0.0], [0.0, 0.1, 0.0], [0.0, 0.0, 0.0], [0.0, 0.0, 0.0], [0.0, 0.0, 0.0], [0.0, 0.0, 0.0], [0.0, 0.0, 0.0], [0.0, 0.0, 0.0], [0.0, 0.0, 0.0], [0.0, 0.0, 0.0], [0.0, 0.0, 0.0], [0.0, -0.1, 0.0], [0.0, 0.0, 0.2], [-0.1, 0.1, -0.1], [0.0, 0.0, 0.0], [0.0, 0.0, -0.1], [-0.3, -0.5, 0.2], [0.0, -0.1, 0.0], [0.0, 0.0, 0.0], [0.0, 0.0, 0.0], [0.0, 0.0, 0.0], [0.0, 0.0, 0.0], [0.3, 0.2, 0.0], [0.0, 0.0, 0.0], [0.0, 0.0, 0.0], [0.0, 0.0, 0.0], [0.0, 0.0, 0.0], [0.0, 0.0, 0.0], [0.0, 0.0, 0.0], [0.0, 0.0, 0.0], [0.2, 0.2, -0.1], [-0.1, -0.1, 0.0], [-0.4, -0.4, 0.2], [0.0, 0.0, 0.0], [0.0, 0.0, 0.0], [0.0, 0.0, 0.0]],
  "nbo_charge": [0.684, -0.145, -0.562, 0.481, -0.412, -0.414, -0.110, 0.480, -0.023, -0.846, 0.127, -0.202, -0.251, -0.257, -0.432, 0.449, -0.188, -0.246, -0.226, -0.393, 0.484, -0.199, -0.262, -0.243, -0.447, 0.463, 0.248, 0.216, 0.228, 0.231, 0.225, 0.239, 0.243, 0.221, 0.229, -0.093, 0.364, -0.592, -0.231, -0.235, -0.598, 0.434, 0.218, 0.199, 0.234, 0.193, 0.478, 0.036, -0.141, 0.003, -0.445, 0.046, -0.111, -0.176, 0.780, -0.650, -0.753, 0.195, 0.200, 0.257],
  "total_charge": -1,
  "s2": 0.764,
  "lumo_ha": [0.0728, 0.0674],
  "e_above_lowest_kj_mol": 0.0,
  "spin_multiplicity": 2,
  "gap_ev": [6.25, 6.08]
}

{
  "formula": "C25H18Cl2CrN6O2S",
  "method": "wB97M-V/def2-TZVPD",
  "symbols": ["Cr", "Cl", "C", "C", "C", "N", "C", "O", "C", "C", "C", "C", "C", "N", "C", "C", "C", "Cl", "N", "C", "O", "C", "C", "C", "C", "C", "N", "H", "H", "H", "H", "H", "H", "H", "H", "H", "H", "N", "C", "S", "N", "C", "C", "C", "C", "C", "C", "H", "H", "H", "H", "H", "H", "H", "H"],
  "xyz": [[0.151, 0.107, 1.115], [-3.711, 4.382, 4.745], [-2.437, 3.315, 4.276], [-2.522, 2.702, 3.026], [-1.504, 1.858, 2.639], [-1.477, 1.102, 1.434], [-2.641, 0.520, 1.022], [-3.746, 1.003, 0.953], [-2.448, -0.967, 0.795], [-3.494, -1.810, 0.477], [-3.258, -3.177, 0.476], [-1.998, -3.656, 0.806], [-0.994, -2.750, 1.103], [-1.221, -1.436, 1.088], [-0.410, 1.607, 3.479], [-0.332, 2.209, 4.720], [-1.358, 3.072, 5.109], [-1.241, 3.820, 6.661], [0.555, 0.749, 2.894], [1.809, 0.609, 3.399], [2.197, 0.797, 4.532], [2.810, 0.274, 2.313], [4.152, 0.141, 2.606], [5.045, 0.030, 1.551], [4.562, 0.074, 0.251], [3.198, 0.180, 0.044], [2.330, 0.261, 1.057], [-3.366, 2.899, 2.384], [-4.461, -1.378, 0.266], [-4.058, -3.865, 0.243], [-1.788, -4.715, 0.845], [0.002, -3.077, 1.378], [0.490, 2.018, 5.388], [4.460, 0.167, 3.641], [6.105, -0.063, 1.738], [5.225, 0.038, -0.600], [2.776, 0.226, -0.949], [1.461, -2.171, -1.494], [0.794, -1.219, -2.166], [-0.028, 0.049, -1.385], [0.779, -1.333, -3.498], [0.187, -0.465, -4.474], [0.418, 0.901, -4.476], [-0.149, 1.671, -5.480], [-0.914, 1.085, -6.476], [-1.115, -0.288, -6.475], [-0.565, -1.067, -5.472], [1.426, -2.190, -0.491], [1.906, -2.945, -1.960], [1.121, -2.204, -3.879], [1.033, 1.364, -3.722], [0.024, 2.739, -5.486], [-1.344, 1.695, -7.256], [-1.705, -0.752, -7.252], [-0.728, -2.137, -5.460]],
  "forces_ev_per_a": [[0.1, 0.2, -0.1], [0.1, 0.0, 0.0], [-0.2, 0.0, -0.1], [0.1, 0.1, 0.2], [0.0, 0.0, -0.1], [0.3, 0.0, 0.1], [-0.4, -0.4, -0.2], [0.1, 0.0, 0.0], [0.1, -0.1, 0.0], [0.2, 0.0, 0.0], [0.0, 0.0, 0.0], [0.1, 0.1, 0.0], [-0.2, -0.1, -0.1], [0.2, 0.3, 0.0], [0.0, -0.1, 0.0], [-0.3, 0.2, 0.0], [0.2, -0.1, 0.1], [0.0, 0.0, 0.0], [-0.2, 0.2, -0.2], [0.2, -0.1, 0.2], [-0.1, 0.0, -0.1], [0.0, 0.0, 0.1], [0.0, 0.0, -0.1], [0.0, 0.0, 0.0], [-0.1, 0.0, 0.0], [0.1, 0.0, 0.0], [-0.2, -0.3, 0.1], [0.0, 0.0, 0.0], [0.0, 0.0, 0.0], [0.0, 0.0, 0.0], [0.0, 0.0, 0.0], [0.0, 0.0, 0.0], [0.0, 0.0, 0.0], [0.0, 0.0, 0.0], [0.0, 0.0, 0.0], [0.0, 0.0, 0.0], [0.0, 0.0, 0.0], [0.0, -0.1, 0.1], [-0.2, 0.0, -0.2], [0.1, 0.2, 0.1], [0.1, -0.1, 0.1], [0.0, 0.0, 0.1], [-0.1, 0.0, -0.2], [0.0, 0.1, 0.0], [0.0, 0.0, 0.0], [0.0, 0.0, 0.0], [-0.1, 0.1, 0.0], [0.0, 0.0, 0.0], [0.0, 0.0, 0.0], [0.1, 0.1, 0.0], [0.0, 0.0, 0.1], [0.0, 0.0, 0.0], [0.0, 0.0, 0.0], [0.0, 0.0, 0.0], [0.0, 0.0, 0.0]],
  "nbo_charge": [1.273, 0.046, -0.062, -0.253, 0.187, -0.669, 0.639, -0.532, 0.142, -0.184, -0.120, -0.230, 0.051, -0.470, 0.086, -0.229, -0.053, 0.043, -0.666, 0.632, -0.554, 0.142, -0.197, -0.115, -0.242, 0.067, -0.530, 0.266, 0.268, 0.242, 0.244, 0.205, 0.269, 0.269, 0.241, 0.242, 0.215, -0.772, 0.352, -0.166, -0.576, 0.190, -0.239, -0.185, -0.191, -0.185, -0.251, 0.409, 0.410, 0.404, 0.230, 0.230, 0.231, 0.230, 0.218],
  "total_charge": 1,
  "s2": 3.804,
  "lumo_ha": [-0.1510, -0.1299],
  "e_above_lowest_kj_mol": 149.5,
  "spin_multiplicity": 4,
  "gap_ev": [6.01, 6.68]
}